107
Properties=species:S:1:pos:R:3:forces:R:3:mulliken_charge:R:1 method="wB97M-V/def2-TZVPD" total_energy_ha=-4333.41373 homo_ev="-6.8 / -7.9" de_lowest_kj_mol=34.57 homo_lumo_gap_ev="6.40 / 7.44" multiplicity=4 charge=0
Mn -0.7386 0.0991 0.6988 -0.39 0.32 2.58 -0.17
C 3.4944 -0.0715 0.5567 -0.05 -0.02 -0.12 -2.34
C 2.1036 -0.1130 1.1190 0.14 0.09 0.25 1.48
O 1.1609 0.1779 0.3505 0.54 -0.24 -0.22 -0.51
C 1.8941 -0.4450 2.5016 -0.56 0.05 -0.05 1.02
C 2.9096 -0.2613 3.4594 0.08 0.04 0.05 -0.84
C 2.6747 -0.4690 4.7924 0.15 0.04 -0.03 -1.04
C 1.4057 -0.9045 5.2029 -0.05 -0.01 -0.09 -0.62
C 0.4135 -1.1527 4.2909 -0.13 0.00 0.00 -1.19
C 0.6059 -0.9172 2.9094 0.39 -0.03 0.15 0.30
O -0.3542 -1.1764 2.0786 -0.15 -0.36 -0.03 0.72
H 3.4529 0.1070 -0.5145 -0.03 0.00 -0.01 0.18
H 4.0053 -1.0121 0.7560 0.03 0.02 0.05 0.39
H 4.0599 0.7358 1.0214 0.03 -0.07 0.01 0.64
H 3.8764 0.1078 3.1412 0.02 -0.05 0.00 0.37
H 3.4529 -0.2848 5.5201 -0.01 0.01 0.00 0.42
H 1.2047 -1.0233 6.2603 -0.01 -0.09 -0.01 0.42
H -0.5695 -1.4859 4.5974 0.01 -0.01 0.01 0.45
C -4.3029 3.8636 -1.5662 0.00 -0.10 0.07 -1.66
C -3.0583 3.1059 -2.0449 -0.11 0.15 -0.18 2.60
C -3.0234 3.0833 -3.5752 0.04 -0.19 0.12 -1.73
C -1.8124 3.7157 -1.4471 0.04 -0.24 0.07 0.06
C -1.6220 5.0771 -1.6495 0.14 0.08 -0.03 -0.72
C -0.5802 5.7590 -1.0540 -0.04 -0.03 0.02 -1.32
C 0.2467 5.0694 -0.1914 0.01 0.00 0.00 -0.59
C 0.0940 3.7084 0.0466 0.05 -0.08 0.11 0.87
C 1.0414 3.0907 1.0575 0.06 0.15 0.03 2.33
C 0.9846 3.8352 2.3975 -0.03 -0.09 -0.07 -1.91
C 2.4749 3.0550 0.5225 -0.10 -0.06 0.02 -1.45
C -0.9069 2.9920 -0.6376 0.18 0.34 0.02 -0.46
N -0.9632 1.5658 -0.5533 -0.28 -0.23 -0.96 1.93
C -0.8958 0.8720 -1.6937 -0.19 0.53 -0.55 -0.74
C -0.9682 -0.5180 -1.7301 -0.33 -0.46 -0.54 -1.07
N -1.1269 -1.2846 -0.6359 0.16 0.41 -0.74 2.32
C -1.2150 -2.6960 -0.8897 -0.03 -0.45 -0.03 -0.99
C -2.4135 -3.3756 -0.5895 0.09 0.21 0.13 0.30
C -2.5982 -4.6843 -1.0213 -0.03 -0.08 -0.14 -0.45
C -1.6236 -5.3569 -1.7256 0.02 0.02 0.08 -1.31
C -0.4081 -4.7316 -1.9188 -0.02 0.02 -0.10 -1.14
C -0.1634 -3.4259 -1.4994 0.07 -0.04 0.00 0.22
C 1.3135 -3.0437 -1.5200 -0.07 0.21 0.09 0.66
C 1.7322 -1.7834 -2.2783 -0.01 -0.15 0.06 -1.30
C 1.7949 -3.0724 -0.0635 0.08 0.00 -0.14 -1.46
C -3.4720 -2.8092 0.3330 -0.03 -0.23 0.12 4.43
C -3.2225 -3.4225 1.7207 0.07 0.19 -0.07 -1.40
C -4.9061 -3.0674 -0.1395 0.10 -0.10 0.01 -1.99
H -5.2054 3.2896 -1.7849 -0.02 -0.02 -0.04 0.31
H -4.3892 4.8305 -2.0654 -0.01 0.01 0.01 0.48
H -4.2625 4.0404 -0.4913 -0.03 -0.03 0.02 0.38
H -3.1345 2.0865 -1.6944 -0.09 -0.31 0.11 -1.30
H -3.0157 4.0980 -3.9768 0.03 -0.01 -0.03 0.38
H -3.9033 2.5654 -3.9617 -0.02 0.03 -0.03 0.42
H -2.1355 2.5620 -3.9372 -0.03 0.05 -0.09 0.35
H -2.3056 5.6186 -2.2914 -0.06 -0.05 0.02 0.29
H -0.4366 6.8171 -1.2310 0.01 0.00 -0.01 0.39
H 1.0464 5.5972 0.3116 0.00 0.02 0.03 0.33
H 0.7203 2.0751 1.2556 0.07 0.16 -0.04 -1.46
H 1.4158 4.8339 2.3225 0.00 0.04 0.01 0.41
H 1.5463 3.2844 3.1549 0.01 -0.01 0.01 0.37
H -0.0478 3.9308 2.7361 0.03 0.04 0.04 0.45
H 2.8106 4.0555 0.2470 0.02 0.02 0.00 0.46
H 2.5480 2.4149 -0.3586 0.00 0.07 -0.01 0.26
H 3.1542 2.6730 1.2886 0.00 0.06 0.00 0.34
H -0.7760 1.4000 -2.6361 0.02 -0.04 0.01 0.57
H -0.9196 -1.0057 -2.7006 0.03 0.08 0.00 0.48
H -3.5304 -5.1869 -0.7979 -0.01 0.04 0.03 0.37
H -1.7820 -6.3728 -2.0633 -0.01 0.01 -0.03 0.40
H 0.3999 -5.2794 -2.3887 0.01 0.01 0.00 0.37
H 1.8198 -3.8637 -2.0353 -0.07 -0.04 0.02 0.71
H 1.3814 -0.8729 -1.8046 0.10 0.07 0.00 -0.05
H 1.3514 -1.8186 -3.3008 0.02 0.06 -0.01 0.41
H 2.8231 -1.7510 -2.3314 0.01 0.04 0.00 0.42
H 1.2367 -2.3598 0.5392 -0.03 -0.01 0.05 0.26
H 2.8637 -2.8571 0.0038 -0.01 0.00 0.00 0.30
H 1.6157 -4.0599 0.3636 0.04 -0.01 0.02 0.50
H -3.3296 -1.7389 0.4144 0.06 -0.16 0.02 -3.31
H -3.1891 -4.5113 1.6536 -0.06 -0.02 0.02 0.42
H -4.0127 -3.1447 2.4193 -0.03 0.04 0.05 0.39
H -2.2625 -3.0749 2.1087 -0.03 -0.01 0.07 0.13
H -5.2132 -4.0978 0.0478 0.00 -0.02 0.02 0.62
H -5.0075 -2.8625 -1.2052 -0.08 -0.14 0.13 0.42
H -5.5961 -2.4096 0.3929 -0.03 -0.05 0.03 0.28
S -1.5376 1.5638 2.3995 0.32 0.15 0.03 -0.50
P -4.7137 1.2926 1.3155 0.00 -0.14 -0.16 0.27
S -2.9363 0.1933 1.8899 -0.45 -0.30 0.08 0.32
C -5.9462 0.5652 2.4846 0.18 0.10 0.13 0.83
C -5.7458 -0.5915 3.2321 -0.09 0.04 -0.02 -0.31
C -6.7571 -1.0885 4.0407 0.03 -0.07 0.00 -0.71
C -7.9842 -0.4460 4.1031 -0.03 0.02 0.01 -0.53
C -8.1836 0.7227 3.3846 -0.07 0.01 -0.01 -0.63
C -7.1649 1.2353 2.5960 0.15 0.07 0.05 -0.55
C -5.2825 0.3914 -0.2003 0.17 0.14 -0.09 1.85
C -6.6238 0.4890 -0.5753 0.01 -0.01 -0.02 -1.16
C -7.0538 0.0118 -1.8036 -0.03 0.03 0.07 -0.83
C -6.1557 -0.5805 -2.6798 -0.02 -0.03 -0.02 -1.29
C -4.8289 -0.7091 -2.3042 0.05 0.25 -0.18 -0.69
C -4.3976 -0.2196 -1.0804 0.06 0.35 -0.12 0.83
H -4.7894 -1.0912 3.2016 0.03 -0.10 -0.01 0.34
H -6.5845 -1.9860 4.6215 0.00 0.00 -0.01 0.42
H -8.7771 -0.8427 4.7237 0.01 0.00 0.01 0.38
H -9.1319 1.2415 3.4438 0.01 0.02 0.02 0.41
H -7.3030 2.1801 2.0821 -0.05 -0.01 -0.03 0.49
H -7.3466 0.9432 0.0869 -0.03 0.04 0.02 0.36
H -8.0966 0.1190 -2.0746 0.00 -0.04 -0.02 0.42
H -6.4941 -0.9436 -3.6417 0.02 -0.02 0.00 0.41
H -4.1144 -1.1765 -2.9720 0.01 -0.03 0.02 0.50
H -3.3584 -0.3264 -0.8086 0.03 0.18 -0.11 -0.90

42
Properties=species:S:1:pos:R:3:forces:R:3:mulliken_charge:R:1 method="wB97M-V/def2-TZVPD" smiles="Cc1ccccc1C(=O)Nc1cccc(NC(=O)c2cccnc2)c1" total_energy_ha=-1086.56006 homo_ev=-8.5 de_lowest_kj_mol=1550.01 homo_lumo_gap_ev=8.24 charge=0
C -2.1644 -2.5306 -1.7709 -5.46 4.27 -0.13 -1.89
C -1.8189 -2.1693 -0.4302 -4.03 3.07 3.96 0.56
C -0.8735 -2.7587 0.3019 -0.21 -2.05 -1.88 -0.14
C -0.7068 -2.5262 1.6101 5.45 -5.16 2.23 -0.76
C -1.4132 -1.6136 2.0688 -3.86 8.84 8.25 -0.07
C -2.4244 -0.8184 1.5352 -0.73 3.35 1.56 -0.28
C -2.7215 -1.2058 0.3283 -0.02 0.53 -8.08 0.56
C -3.6911 -0.2771 -0.6951 0.28 -4.34 3.88 0.24
O -4.7446 -0.7556 -1.1117 0.99 0.77 -0.33 -0.68
N -3.4245 1.0073 -0.6692 -2.73 5.52 -0.95 -0.03
C -2.3989 2.0015 -0.2913 1.67 -12.60 -4.25 0.26
C -1.1647 1.3702 -0.5383 4.55 -5.11 -0.89 0.23
C 0.0631 1.8322 -0.1429 -4.84 9.40 3.30 0.48
C -0.1125 3.3971 0.4928 -0.90 -3.31 -2.96 -0.70
C -1.4133 3.8345 0.3950 2.20 3.46 4.38 -0.59
C -2.5780 3.0750 0.2745 5.15 4.05 1.19 -0.89
H -3.4627 3.3676 0.2717 -7.64 3.54 1.00 0.76
H -1.5721 4.8060 0.9639 0.16 -0.70 -1.28 0.27
H 0.8268 3.9964 0.7055 -1.56 -0.64 -0.15 0.24
N 1.3096 1.5467 0.0303 3.65 -4.56 -2.58 -0.12
C 1.7012 0.2561 -0.5778 6.36 7.80 5.82 0.74
O 0.9034 -0.5140 -0.7651 -4.30 -5.95 -2.75 -0.33
C 3.2109 0.1527 -0.2759 0.15 -1.50 -1.19 -0.03
C 3.5989 -1.2013 0.1271 2.58 2.50 -4.67 -0.38
C 5.0166 -1.3106 -0.1531 -2.89 -9.80 5.85 -0.47
C 5.9679 -0.3852 -0.0836 1.79 -7.66 1.03 -0.10
N 5.4866 0.6272 -0.3795 -4.08 18.88 -3.31 -0.47
C 4.2183 1.1905 -0.5409 2.97 -16.30 3.55 -0.99
H 3.8359 2.0032 -0.6848 -2.30 9.88 -2.28 0.82
H 6.9885 -0.5655 0.1052 1.44 -0.19 0.06 0.47
H 5.4089 -2.3544 0.2643 -0.80 1.34 -1.67 0.25
H 2.9031 -2.0672 -0.0617 0.78 1.08 0.95 0.34
H 2.0813 2.1596 0.2959 -1.14 0.12 -0.08 0.25
H -0.9353 0.1623 -0.8631 -1.99 3.83 0.56 -0.17
H -4.3033 1.5084 -0.9787 1.24 -0.75 0.23 0.29
H -2.8599 0.2983 1.9707 1.29 -3.82 -0.82 0.12
H -1.2123 -1.1527 3.0741 0.24 -1.23 -0.34 0.23
H -0.0268 -3.0237 2.4707 -1.11 0.68 -2.94 0.17
H -0.5216 -3.6314 -0.1065 1.77 -1.82 -1.25 0.55
H -3.3721 -2.2472 -2.0293 3.69 -0.74 0.63 0.21
H -1.5148 -1.9868 -2.3434 1.46 0.94 -2.47 0.37
H -2.0897 -3.4977 -1.7929 0.69 -5.60 -1.17 0.67

19
Properties=species:S:1:pos:R:3:forces:R:3:mulliken_charge:R:1 method="wB97M-V/def2-TZVPD" total_energy_ha=-493.69247 homo_ev=-13.2 de_lowest_kj_mol=288.28 homo_lumo_gap_ev=9.76 charge=+1
C -0.4674 2.3402 0.5716 3.01 3.59 -1.43 -0.03
C 1.6630 0.2823 -0.5942 -0.86 -1.93 -2.78 0.77
C -2.4053 1.1245 0.4526 0.96 -0.23 -1.08 0.70
C 2.4440 0.7632 0.2974 -1.64 1.85 1.58 -0.68
C 1.8164 1.7528 1.3901 0.11 -2.47 -0.36 -0.66
C 0.3064 1.6130 1.3459 0.69 -1.77 -0.19 -0.50
N -1.6490 1.9662 -0.0132 -1.56 0.31 0.20 -0.60
N -0.8446 0.6818 -2.6241 -0.11 1.06 -0.53 -0.35
O -3.0212 0.1813 0.6321 -1.36 -0.74 0.78 -0.30
O 1.0445 -0.2546 -1.4829 1.91 0.62 2.68 -0.63
H 3.4470 0.4263 0.2740 0.95 -0.12 0.15 0.43
H 0.0075 3.3258 0.1294 -1.28 -1.92 0.92 0.32
H 2.2555 1.3833 2.3054 -0.18 0.07 0.51 0.35
H 2.1895 2.7182 1.2368 0.30 1.54 -0.39 0.40
H -0.0796 0.6119 1.6070 0.26 0.46 0.34 0.35
H -1.2403 1.1724 -1.8121 0.22 0.22 0.16 0.28
H 0.1213 0.3661 -2.4788 0.43 0.24 0.65 0.37
H -0.8155 1.2710 -3.4366 -0.64 0.35 -0.62 0.40
H -1.3355 -0.1613 -2.7654 -1.19 -1.14 -0.59 0.38

13
Properties=species:S:1:pos:R:3:forces:R:3:mulliken_charge:R:1 method="wB97M-V/def2-TZVPD" smiles="C[C@H]1CN=CO1" total_energy_ha=-286.56820 homo_ev=-9.8 de_lowest_kj_mol=166.58 homo_lumo_gap_ev=10.80 charge=0
C 0.1785 -0.7781 1.4527 -0.03 0.34 -0.14 -1.16
C -0.5937 -0.3341 0.1816 0.13 1.51 -0.13 0.25
C -0.5317 1.1960 -0.4319 -0.12 -0.86 0.52 -0.39
N 0.6675 1.1620 -1.2459 0.39 -0.24 -0.23 -0.45
C 0.9204 -0.0432 -1.4955 -1.03 -0.47 0.20 -0.03
O 0.0227 -1.0193 -0.9395 1.18 1.00 -0.66 -0.41
H -0.2404 -1.6772 1.9374 -0.13 0.39 -0.46 0.32
H 1.2066 -1.0460 1.1821 -0.17 0.29 0.04 0.30
H 0.2021 0.0102 2.2071 0.00 0.01 -0.03 0.28
H -1.6612 -0.5589 0.2929 0.35 -0.40 -0.42 0.36
H -1.3905 1.2766 -1.1261 0.21 -0.09 0.31 0.26
H -0.5313 2.1383 0.1503 -0.04 -1.01 0.41 0.31
H 1.7510 -0.3261 -2.1653 -0.75 -0.49 0.59 0.37